ORCA calculation (ωB97M-V/def2-TZVPD) on 18 unconnected molecules or ions with the total composition C33H35Cl51FN3O2 at a distorted geometry.

```
125
Properties=species:S:1:pos:R:3:forces:R:3
C -1.07479 1.31040 -3.46015 0.719 -0.270 0.520
C 0.23798 0.81386 -2.81090 -1.005 -0.576 -0.605
C -0.10696 -0.36362 -1.86492 0.268 0.744 0.387
C 0.48182 -0.11725 -0.47799 -0.097 0.352 -0.509
O -0.20601 -0.85354 0.55268 0.341 -0.289 -0.185
C 0.20628 -2.15603 0.60096 -0.298 1.072 -0.047
C 1.38733 -2.44873 1.21061 0.066 -0.999 0.318
O 2.23756 -1.46686 1.75578 -0.604 0.023 0.406
C 1.71231 -0.69056 2.64983 0.154 -0.330 -1.432
N 1.25370 0.11867 3.31528 -0.731 -0.169 0.727
C 1.84223 -3.77396 1.31551 -0.042 -0.090 0.345
C 1.09476 -4.77599 0.77512 -0.131 -0.040 0.075
C -0.12852 -4.50301 0.11693 0.172 -0.544 0.028
N -0.81205 -5.55136 -0.43665 -0.181 0.646 -0.083
C -1.92279 -5.22194 -1.04300 0.134 -0.561 -0.103
C -2.70278 -6.32797 -1.72218 0.159 0.222 0.638
C -4.20281 -6.35572 -1.38819 0.000 -0.381 -1.110
C -5.05130 -5.47743 -2.31361 0.491 0.483 0.793
F -6.11203 -6.18872 -2.84065 -0.106 -0.035 -0.046
C -2.39266 -3.87532 -1.07011 -0.051 0.336 -0.968
N -1.77195 -2.84302 -0.56824 0.378 -0.877 -0.366
C -0.59841 -3.18632 0.02566 0.572 0.692 0.518
H -0.88088 2.05983 -4.22275 -0.182 0.067 -0.004
H -1.55717 0.43490 -3.89678 -0.252 0.194 -0.128
H -1.69451 1.72058 -2.66159 -0.271 0.083 -0.229
H 0.84646 0.43764 -3.63481 0.513 0.286 0.233
H 0.70658 1.64137 -2.27962 0.337 -0.085 -0.126
H -1.18649 -0.36084 -1.71643 -0.058 -0.328 -0.078
H 0.21374 -1.31312 -2.29378 -0.108 -0.089 0.082
H 0.33679 0.94209 -0.26455 -0.114 -0.071 0.382
H 1.55992 -0.30265 -0.44563 -0.004 -0.145 0.072
H 2.78540 -4.01605 1.82878 -0.732 0.949 -0.722
H 1.42455 -5.80227 0.84219 -0.058 -0.065 -0.081
H -2.24997 -7.26089 -1.38731 0.096 0.009 -0.058
H -2.52234 -6.24982 -2.79783 -0.206 -0.075 -0.052
H -4.53624 -7.37909 -1.58228 -0.040 0.309 -0.011
H -4.37429 -6.16575 -0.33138 -0.066 0.089 -0.003
H -5.44407 -4.62066 -1.75892 -0.255 -0.015 -0.146
H -4.44028 -5.08735 -3.13082 -0.153 -0.140 -0.207
H -3.33691 -3.68355 -1.57062 -0.005 0.099 0.018
C 0.46023 5.28570 -4.28034 -0.084 -0.103 -0.053
Cl -0.14681 4.57787 -2.78059 0.036 0.071 0.031
Cl 1.60356 4.19780 -5.06766 0.058 0.092 0.095
Cl -0.87391 5.67467 -5.36805 0.045 0.054 0.059
H 0.98021 6.20252 -4.03624 -0.013 0.010 -0.006
C -1.93845 7.70469 -0.79391 0.116 -0.238 -0.137
Cl -0.75342 6.91507 0.25265 -0.392 0.246 -0.050
Cl -1.24938 8.06153 -2.38482 -0.280 0.145 0.025
Cl -3.38206 6.70457 -0.95888 0.136 0.188 0.037
H -2.22365 8.64117 -0.33376 0.015 0.006 -0.001
C 3.96918 -6.62931 4.23728 0.153 -0.006 -0.058
Cl 4.20175 -5.75707 5.75268 -0.048 0.004 -0.048
Cl 3.18403 -5.58411 3.04189 0.378 -0.873 0.888
Cl 5.50385 -7.23889 3.62206 -0.053 -0.007 0.005
H 3.32004 -7.47390 4.42784 -0.019 0.023 -0.001
C 4.52533 -3.21839 -2.19622 0.155 0.134 0.141
Cl 4.03105 -1.69810 -2.94954 -0.053 -0.017 -0.006
Cl 6.22181 -3.13458 -1.70781 -0.219 -0.450 -0.170
Cl 3.47216 -3.59362 -0.81945 0.385 -0.078 -0.848
H 4.41658 -4.01018 -2.92531 0.001 0.009 -0.003
C -4.10837 -4.23600 2.91587 -0.040 -0.176 -0.052
Cl -2.80844 -4.84931 3.93582 -0.003 0.037 -0.013
Cl -3.54077 -4.04259 1.24808 -0.541 0.026 1.206
Cl -5.51591 -5.30343 2.98109 0.023 0.051 -0.007
H -4.40296 -3.26366 3.28849 -0.001 -0.001 -0.018
C -5.43489 -10.48931 -0.50258 0.077 -0.071 -0.090
Cl -5.89173 -10.33270 -2.19875 -0.025 0.033 0.027
Cl -4.84734 -12.11680 -0.16066 -0.029 0.022 0.024
Cl -4.22002 -9.28141 -0.07588 0.028 -0.351 0.289
H -6.31343 -10.31204 0.10321 0.007 0.010 0.003
C 2.96622 8.24500 -0.89028 0.055 -0.090 0.040
Cl 4.24146 7.29860 -0.12433 -0.012 0.021 -0.028
Cl 1.77881 7.18797 -1.65932 0.549 0.022 -0.043
Cl 2.18537 9.30476 0.28569 -0.010 0.019 -0.033
H 3.41633 8.86331 -1.65531 -0.008 0.008 0.005
C 6.25253 -0.37760 1.19496 0.012 -0.077 -0.035
Cl 7.57056 -0.75476 2.29203 0.251 -0.159 -0.020
Cl 6.78654 -0.24113 -0.48204 0.020 0.369 0.849
Cl 4.97171 -1.57004 1.33468 0.286 0.092 0.060
H 5.85742 0.57890 1.49900 -0.014 0.005 -0.045
C 3.12181 2.04909 4.00063 0.209 0.449 0.370
Cl 3.98900 1.79659 2.47925 -0.315 -0.004 -0.161
Cl 4.10082 1.51902 5.36980 0.045 -0.038 -0.031
Cl 2.66102 3.73678 4.16218 0.310 0.169 0.188
H 2.21849 1.44923 3.97326 0.268 0.249 0.060
C 8.75701 0.28992 -4.50000 -0.002 0.085 0.056
Cl 8.21629 1.77160 -5.29086 -0.008 -0.033 -0.018
Cl 10.45135 0.41798 -4.02558 -0.012 -0.030 -0.019
Cl 7.74355 -0.07925 -3.10218 0.236 0.014 -0.687
H 8.66524 -0.52307 -5.20780 0.000 0.001 0.003
C -7.60296 5.98865 -1.10126 0.029 0.025 0.092
Cl -6.06065 5.13831 -1.02652 -0.209 -0.183 -0.039
Cl -8.34687 6.07714 0.49319 -0.010 -0.007 -0.041
Cl -7.38538 7.60748 -1.77765 0.016 0.016 0.015
H -8.26442 5.43493 -1.75412 0.007 0.011 -0.013
C 3.82595 -4.84864 9.31500 -0.078 0.063 0.116
Cl 3.84410 -6.12701 10.53076 0.017 -0.018 -0.036
Cl 2.18307 -4.55400 8.74225 0.041 -0.014 -0.025
Cl 4.54009 -3.36846 9.95438 0.013 -0.017 -0.038
H 4.42452 -5.17581 8.47577 0.011 -0.013 0.014
C -9.13078 9.29830 -4.58494 -0.039 0.066 -0.061
Cl -8.32622 9.54816 -6.13500 0.004 -0.017 0.024
Cl -9.21032 10.80385 -3.66903 0.017 -0.030 0.016
Cl -10.74278 8.61900 -4.81669 0.021 -0.018 0.021
H -8.54812 8.58996 -4.01237 -0.010 -0.016 -0.021
C -0.94081 4.61412 2.68659 0.047 -0.084 0.105
Cl -2.20213 4.42996 3.90843 0.255 0.007 -0.231
Cl 0.14679 5.94284 3.11006 0.040 -0.090 0.114
Cl -0.05390 3.10413 2.48238 -0.283 -0.072 -0.187
H -1.41410 4.85718 1.74416 -0.005 0.025 0.030
C -4.72943 2.52402 6.76269 0.020 0.069 0.082
Cl -4.49909 3.99453 5.81470 -0.285 -0.047 0.198
Cl -3.57922 2.45537 8.09714 -0.001 -0.023 -0.037
Cl -6.38681 2.41818 7.35961 0.001 -0.026 -0.030
H -4.54818 1.67554 6.11638 0.003 0.009 -0.005
C 8.53913 3.16433 3.64637 -0.013 0.023 -0.024
Cl 7.10367 2.65939 2.75607 0.082 0.238 0.109
Cl 9.26229 4.59628 2.91050 0.024 -0.031 -0.009
Cl 8.14379 3.46546 5.33866 0.011 -0.038 -0.014
H 9.26307 2.36094 3.60506 -0.002 0.002 -0.001
C -0.35106 2.43162 -8.23961 0.029 0.119 0.091
Cl 0.90514 3.53415 -8.80609 -0.008 -0.031 -0.029
Cl 0.18785 1.55533 -6.80631 -0.030 -0.149 -0.134
Cl -1.84439 3.31037 -7.90560 -0.031 -0.091 -0.074
H -0.54820 1.71221 -9.02282 -0.002 0.003 0.001
```
Forces are in eV/Å.

Summary:
Frontier orbital gap   8.64 eV
LUMO energy   -0.765 eV
DFT total energy   -25162.6636 Ha

=====

ORCA calculation (ωB97M-V/def2-TZVPD) on 6 unconnected molecules or ions with the total composition C33H35F15N2O15P at a distorted geometry.

```
101
Properties=species:S:1:pos:R:3:forces:R:3
C 1.33661 -0.93847 0.00063 -0.282 0.250 0.105
C 0.88468 -1.52310 1.44071 0.634 0.383 -1.347
P 2.43382 -2.07057 2.43875 0.017 -1.119 -0.212
C 2.38936 -1.25961 4.15027 -1.082 0.703 0.012
C 3.88726 -1.45505 1.41021 1.751 1.967 -1.139
C 4.61687 -2.42093 0.48260 0.831 3.264 -0.087
N 4.15173 -3.81981 0.45908 2.916 -0.395 2.755
C 4.74528 -4.43567 1.40712 -1.809 0.759 1.550
O 5.06007 -4.91689 2.46547 -0.516 1.006 -3.945
C 5.78933 -1.96632 -0.41953 -1.658 1.531 1.381
C 6.45147 -3.04063 -1.37344 0.752 -4.252 -2.967
O 7.70707 -2.98339 -1.57909 -2.146 1.404 1.271
O 5.74310 -4.03928 -1.94234 1.155 4.452 2.801
C 6.24112 -0.50463 -0.38871 -2.922 -1.092 2.079
C 5.49680 0.40892 0.55801 -1.169 -1.003 0.476
C 4.33207 -0.00420 1.45851 1.441 -2.561 -2.465
C 3.79322 1.24674 2.25383 0.243 -1.240 -0.935
O 2.72248 1.48089 2.80011 2.832 -0.519 -1.255
N 4.94891 2.18661 2.14244 -0.181 0.512 -0.004
C 5.65142 1.95076 0.85147 0.689 -0.816 -1.619
O 6.19648 2.81926 0.16077 -1.375 -2.401 2.507
H 1.98391 -1.67362 -0.57755 -0.828 0.821 0.838
H 0.43246 -0.69275 -0.64406 1.154 -0.386 0.924
H 1.92986 0.01961 0.11162 -0.666 -1.121 -0.053
H 0.29911 -2.46545 1.19884 0.991 1.369 0.889
H 0.25389 -0.76086 1.99381 0.698 -0.941 -0.577
H 3.40064 -0.92473 4.53645 -1.243 -0.339 -0.557
H 1.62798 -0.40362 4.10979 1.386 -0.887 0.252
H 1.94082 -2.02231 4.86850 0.823 0.832 -1.116
H 7.07712 -0.10236 -1.03991 -1.209 -0.829 0.957
H 5.62127 1.82485 2.84123 -0.399 0.614 -0.171
C -5.93314 -2.34427 1.74624 0.564 -0.177 0.184
C -5.32280 -1.15587 1.02995 -0.671 0.008 0.303
O -3.94692 -1.40743 0.70416 0.637 -0.259 -0.662
C -3.72947 -2.16451 -0.38654 -1.508 0.456 0.509
O -4.59760 -2.62801 -1.07704 0.841 0.049 0.088
C -2.22998 -2.31108 -0.64169 1.892 -0.441 -0.306
F -1.54455 -2.61385 0.48317 -1.137 0.059 -0.456
F -1.69409 -1.17418 -1.12766 -0.754 -0.140 0.154
F -1.94819 -3.27662 -1.53149 -0.641 0.336 0.347
H -5.34086 -2.60642 2.62675 -0.028 0.190 0.019
H -6.95118 -2.12195 2.05871 0.237 0.152 0.081
H -5.95333 -3.22360 1.10441 0.068 0.181 0.058
H -5.33495 -0.28483 1.68743 0.341 -0.057 -0.105
H -5.88896 -0.89237 0.13284 0.194 -0.164 -0.047
C 5.45620 4.20805 -2.16282 -0.034 -0.080 -0.368
C 4.81474 5.23991 -3.07015 -0.115 -0.114 0.867
O 5.34268 5.14881 -4.40628 -0.075 -0.290 -1.138
C 4.83271 4.17293 -5.17561 -0.643 0.272 1.918
O 3.98693 3.39752 -4.80889 0.574 0.306 -0.934
C 5.44272 4.22001 -6.57593 0.865 -0.217 -1.523
F 6.78326 4.35990 -6.54921 -0.490 -0.009 0.337
F 4.96227 5.25789 -7.29640 -0.118 -0.163 0.503
F 5.18884 3.10852 -7.28730 -0.186 0.350 0.626
H 6.54389 4.30286 -2.18339 -0.089 0.102 0.124
H 5.11019 4.32967 -1.13714 0.043 0.068 -0.139
H 5.21944 3.19299 -2.48765 -0.090 0.092 0.084
H 5.04982 6.24271 -2.70883 0.121 -0.016 -0.363
H 3.72578 5.14618 -3.08011 0.118 -0.123 -0.222
C -10.06834 -5.95663 -2.54972 -0.104 0.347 0.023
C -9.36916 -6.50163 -1.31948 -0.297 -0.477 -0.529
O -8.77429 -5.43907 -0.55718 -0.059 0.646 0.788
C -9.60765 -4.74484 0.23711 -0.485 -1.373 -0.976
O -10.78651 -4.95624 0.33854 0.628 0.541 0.318
C -8.83401 -3.68415 1.01901 0.860 1.404 0.720
F -7.98239 -2.98689 0.23445 -1.025 -0.653 -0.358
F -8.09361 -4.23268 2.00500 -0.510 -0.376 -0.412
F -9.63914 -2.78058 1.60450 -0.038 -0.610 -0.405
H -9.37912 -5.35511 -3.14672 0.037 -0.162 0.005
H -10.45352 -6.77092 -3.16587 0.065 0.011 0.061
H -10.90266 -5.30746 -2.27593 0.005 -0.150 0.033
H -8.55564 -7.16283 -1.62229 0.136 0.271 0.207
H -10.04883 -7.08833 -0.69655 0.025 0.256 0.075
C 1.54917 4.47344 -7.21419 0.044 0.091 0.335
C 0.23649 3.83580 -7.62537 0.532 0.266 -0.519
O -0.47183 3.33718 -6.47882 -0.753 0.157 0.688
C -1.15157 4.24990 -5.76376 0.899 0.328 -1.459
O -1.19459 5.42350 -6.02216 -0.324 -0.568 0.579
C -1.89203 3.57647 -4.60866 -0.677 -0.807 1.564
F -1.11408 2.70555 -3.93781 -0.015 0.411 -0.498
F -2.96495 2.88009 -5.04171 0.386 0.347 -0.288
F -2.34676 4.45991 -3.70285 0.320 -0.002 -0.666
H 2.15038 3.77256 -6.63045 -0.036 -0.056 -0.154
H 2.11888 4.78290 -8.09234 -0.063 -0.056 0.013
H 1.38362 5.35049 -6.58458 -0.053 0.000 -0.145
H 0.43192 2.97759 -8.27044 -0.182 -0.116 0.299
H -0.38883 4.53069 -8.19166 -0.069 -0.011 0.265
C -1.45834 1.73301 8.91184 0.008 -0.347 0.038
C -0.26669 2.35737 8.21185 -0.621 0.337 0.018
O 0.89881 1.53037 8.35189 0.572 -0.605 -0.311
C 0.97510 0.47479 7.51942 -1.250 1.076 -0.153
O 0.14551 0.19684 6.69687 0.753 -0.262 0.389
C 2.28166 -0.28573 7.74322 1.590 -1.102 0.182
F 2.53891 -0.49667 9.05164 -0.436 0.266 -0.284
F 3.34316 0.38470 7.24999 -0.626 0.135 0.046
F 2.28315 -1.49259 7.15499 -0.460 0.648 0.279
H -1.22217 1.52515 9.95812 -0.008 0.154 -0.032
H -2.32230 2.39860 8.86872 0.083 0.006 -0.006
H -1.73332 0.78143 8.45226 -0.003 0.136 -0.074
H -0.02830 3.31548 8.67683 0.287 -0.207 0.012
H -0.47580 2.55218 7.15716 0.120 -0.228 0.050
```
Forces are in eV/Å.

Summary:
Frontier orbital gap   6.31 eV
LUMO energy   1.622 eV
DFT total energy   -4355.9281 Ha
Net charge   -1

=====

What is the formula in the second record?
C33H35F15N2O15P